ORCA calculation (the ωB97M-V functional and the def2-TZVPD basis) on 2 unconnected molecules or ions with the total composition C4H13N2O2.

Lowest unoccupied orbital energy, Eh: -0.1067
HOMO level, Ha: -0.4950
Net charge: +1
Energy above the lowest of the compared OMol25 structures with the same formula, charge and spin, kcal/mol: 42.18

CARTESIAN COORDINATES (ANGSTROEM)
C -0.73920 -0.98887 2.16763
H -1.42347 1.02008 1.80671
C -0.41517 1.71017 -0.60177
H 0.92700 2.62246 -1.92201
O 0.00227 -1.90042 1.93252
N 0.37522 1.79487 -1.79138
H -1.01801 -0.31411 -0.34210
H 1.74457 -0.03866 0.55852
H 0.33283 -3.27815 -0.50345
C -0.30877 0.35696 0.12939
H -1.45104 1.97805 -0.79847
H 0.38509 -2.97258 -2.01064
H 0.27756 0.98795 2.09130
H 0.07764 1.26013 -2.58429
H -0.15448 2.47968 0.13018
N 1.03182 -0.23445 -0.14099
O 0.34502 -2.54961 -1.14449
H 0.89263 -1.27053 -0.22682
H -1.70585 -1.10457 2.69336
H 1.35924 0.02334 -1.07201
C -0.53491 0.41826 1.62881


ORCA calculation (the ωB97M-V functional and the def2-TZVPD basis) on 2 unconnected molecules or ions with the total composition C3H2NO3.

Lowest unoccupied orbital energy, Eh: 0.1469
HOMO level, Ha: -0.1627
Net charge: -1
Energy above the lowest of the compared OMol25 structures with the same formula, charge and spin, kcal/mol: 77.04

CARTESIAN COORDINATES (ANGSTROEM)
N -0.65417 -0.75935 -0.78114
O 1.65360 0.73761 -0.97847
O -1.18954 -1.72538 1.39077
C -0.23382 0.24823 0.08618
H -1.21460 1.45064 0.00724
C -0.85284 -0.93554 0.54987
H -0.26987 -1.24055 -1.62663
C 1.19836 0.82952 0.14383
O 1.56289 1.39483 1.20836


ORCA calculation (the ωB97M-V functional and the def2-TZVPD basis) on 2 unconnected molecules or ions with the total composition C4H10N.

Lowest unoccupied orbital energy (alpha / beta), Eh: -0.2221 / -0.1714
HOMO level (alpha / beta), Ha: -0.4971 / -0.5546
Net charge: +1
Energy above the lowest of the compared OMol25 structures with the same formula, charge and spin, kcal/mol: 138.22

CARTESIAN COORDINATES (ANGSTROEM)
H -0.06127 -0.98161 -1.57250
N -0.82031 -0.08720 0.21239
H -2.57360 0.72116 0.44924
H -0.39703 0.33745 2.36792
H 0.62656 1.21448 1.15175
H 2.64070 -1.40328 -1.41896
H -2.64928 -0.84503 -0.58946
H 3.38239 0.04467 -0.42508
C -2.20381 -0.26565 0.24270
C 0.04996 -0.50914 -0.66015
H -2.39390 -0.77960 1.20391
C -0.29644 0.78626 1.30413
C 2.82952 -0.31421 -1.30589
H 2.86624 0.32890 -2.16107
H -0.99972 1.75280 1.20109


ORCA calculation (the ωB97M-V functional and the def2-TZVPD basis) on a molecular structure, C14H14N4OPtS.

Lowest unoccupied orbital energy, Eh: -0.0066
HOMO level, Ha: -0.2656
Net charge: 0

CARTESIAN COORDINATES (ANGSTROEM)
H -4.77974 0.63271 -3.26468
C 1.78964 -0.46180 -2.29169
N -1.04782 1.86908 1.53500
H -0.51355 0.63353 5.93104
N -0.63812 -0.16825 -2.36456
C 3.36490 -0.34163 -0.41948
C -1.06641 0.92312 2.60954
C 0.54395 -0.31014 -2.93897
C 4.14257 -1.01469 -2.58828
C -0.71640 1.28461 3.90520
H 4.94716 -1.34316 -3.22997
C -0.77818 0.34763 4.92211
Pt -0.85431 0.78262 -0.52589
C -1.18564 -0.94687 4.65002
H -3.85749 -0.38003 -4.34499
H -1.82761 -2.32980 3.14599
H -1.22016 -1.67304 5.44818
H -0.37822 2.61545 1.71035
C 2.88121 -0.85128 -3.09534
C -2.81556 0.35857 -2.75913
H 5.38711 -0.85310 -0.84147
H -1.71337 -0.63593 1.30453
H 3.53765 -0.13096 0.62539
H 0.55916 -0.32419 -4.02925
O 1.11771 0.06087 -0.02785
C 4.38692 -0.74316 -1.23623
C -1.52569 -1.31365 3.35524
S -2.99907 1.39015 -1.35961
N -3.92083 0.17915 -3.51427
C 2.02457 -0.22824 -0.88044
H 2.69061 -1.06423 -4.13745
N -1.70039 -0.16416 -3.16950
H -1.97195 2.28514 1.41921
C -1.47038 -0.37813 2.33888
H -0.39227 2.29380 4.11836


Look up the net charge of the second one. -1


What is the net charge in the fourth record? 0


Number 3 is which compound? C4H10N